--- P ---
Here is a gas-phase ion, C5H11N4S (charge +1) from the Open Molecules 2025 dataset. Energies are from wB97M-V/def2-TZVPD.

Values from the calculation:
* net charge: +1
* HOMO: -12.357 eV

Each line ends with the Löwdin charge.
Cartesian coordinates (Å):
S -2.528 -1.353 -1.812  0.74
C -0.680 -1.180 -1.235  -0.66
N -0.464 -1.433 0.192  -0.03
C -1.084 -0.306 0.946  -0.14
C -0.090 0.917 1.006  -0.27
N 1.021 0.673 1.796  0.09
C 2.134 0.646 1.122  -0.10
N 1.979 0.842 -0.130  0.13
C 0.537 1.050 -0.414  -0.12
N -0.084 0.071 -1.560  0.01
H -2.190 -1.891 -2.918  -0.20
H -0.179 -1.972 -1.704  0.08
H -0.766 -2.318 0.484  0.09
H -1.407 -0.392 2.053  0.15
H -1.946 0.192 0.287  0.13
H -0.742 1.780 1.271  0.17
H 0.862 0.679 2.839  0.22
H 3.125 0.418 1.684  0.21
H 2.684 0.900 -0.897  0.20
H 0.576 2.038 -0.832  0.14
H -0.758 0.638 -2.178  0.13

***

--- Q ---
Here is a gas-phase ion, C5H11N4S (charge +1) from the Open Molecules 2025 dataset. Energies are from wB97M-V/def2-TZVPD.

Values from the calculation:
* net charge: +1
* HOMO: -11.996 eV

Each line ends with the Löwdin charge.
Cartesian coordinates (Å):
C -3.418 0.903 0.306  -0.11
N -2.515 -0.203 0.056  -0.05
C -1.195 -0.017 -0.260  -0.46
C -0.486 -0.974 -0.871  -0.01
N 0.406 -1.857 -0.842  0.05
C 1.271 -2.277 0.276  0.01
S -0.580 1.714 -0.426  1.02
C 1.162 1.774 -0.101  -0.49
N 2.092 0.896 -0.150  -0.12
N 3.364 1.219 0.108  0.02
H -4.086 1.250 -0.468  0.08
H -4.201 0.726 1.021  0.08
H -2.767 1.824 0.639  0.08
H -2.933 -1.045 -0.346  0.16
H 0.575 -2.256 -1.703  0.13
H 2.190 -2.031 -0.172  0.08
H 1.003 -1.834 1.258  0.12
H 1.046 -3.254 0.533  0.07
H 1.488 2.844 0.213  0.11
H 3.629 2.117 0.567  0.13
H 3.954 0.479 0.359  0.07

***

If we sort the structures by their calculated energies, the order from most to least stable is P, Q.

***

--- P ---
Here is C23H30N4O3 in the gas phase from the Open Molecules 2025 dataset. Energies are from wB97M-V/def2-TZVPD.

Values from the calculation:
* HOMO: -8.241 eV

Each line ends with the Löwdin charge.
Cartesian coordinates (Å):
C -0.021 3.130 2.594  0.02
C 0.544 1.952 2.405  -0.15
C 1.960 1.760 1.957  -0.20
O 1.961 0.903 0.828  -0.09
C 3.154 0.387 0.393  -0.22
C 4.389 0.762 0.908  -0.02
C 5.551 0.176 0.435  -0.08
C 5.495 -0.787 -0.554  -0.09
C 4.267 -1.148 -1.079  -0.03
C 3.090 -0.572 -0.629  -0.14
C 1.778 -0.999 -1.232  -0.13
N 1.373 -2.301 -0.712  -0.15
C 1.074 -2.303 0.705  -0.16
C -0.275 -1.651 1.048  -0.11
C -1.374 -2.380 0.272  -0.26
N -2.705 -1.951 0.643  -0.07
N -3.457 -2.829 1.318  0.06
C -4.595 -2.223 1.585  -0.15
C -4.602 -0.916 1.086  -0.01
C -3.365 -0.774 0.486  -0.22
N -2.827 0.312 -0.188  0.19
C -3.545 1.391 -0.609  -0.44
O -4.711 1.586 -0.354  0.09
C -2.718 2.358 -1.453  -0.17
C -1.565 2.983 -0.640  -0.09
C -0.302 2.344 -1.248  -0.17
O -0.748 1.214 -1.977  -0.17
C -1.966 1.613 -2.569  -0.15
C -1.077 -2.313 -1.227  -0.10
C 0.312 -2.934 -1.464  -0.18
H -1.033 3.223 2.949  0.06
H 0.512 4.050 2.419  0.07
H -0.002 1.036 2.583  0.10
H 2.420 2.726 1.707  0.13
H 2.529 1.295 2.776  0.13
H 4.461 1.514 1.678  0.10
H 6.501 0.480 0.850  0.10
H 6.400 -1.249 -0.917  0.10
H 4.207 -1.897 -1.853  0.12
H 1.913 -1.115 -2.311  0.13
H 1.028 -0.215 -1.070  0.10
H 1.884 -1.796 1.230  0.12
H 1.058 -3.347 1.034  0.13
H -0.243 -0.594 0.779  0.09
H -0.461 -1.730 2.120  0.13
H -1.361 -3.435 0.576  0.15
H -5.368 -2.735 2.122  0.10
H -5.377 -0.184 1.137  0.09
H -1.869 0.237 -0.509  0.11
H -3.401 3.108 -1.851  0.15
H -1.546 4.066 -0.743  0.12
H -1.655 2.743 0.419  0.09
H 0.416 2.002 -0.503  0.10
H 0.194 3.045 -1.931  0.13
H -2.482 0.724 -2.933  0.14
H -1.772 2.288 -3.414  0.13
H -1.066 -1.286 -1.592  0.09
H -1.832 -2.869 -1.786  0.12
H 0.562 -2.889 -2.526  0.12
H 0.286 -3.987 -1.166  0.12

***

--- Q ---
Here is C23H30N4O3 in the gas phase from the Open Molecules 2025 dataset. Energies are from wB97M-V/def2-TZVPD.

Values from the calculation:
* HOMO: -8.314 eV

Each line ends with the Löwdin charge.
Cartesian coordinates (Å):
C -1.403 -0.458 4.516  -0.06
C -0.219 -0.295 3.568  -0.25
O -0.440 0.690 2.581  -0.08
C -1.290 0.437 1.534  -0.22
C -1.824 -0.810 1.236  -0.03
C -2.626 -0.977 0.120  -0.09
C -2.907 0.092 -0.708  -0.08
C -2.388 1.337 -0.405  -0.03
C -1.592 1.531 0.710  -0.14
C -1.041 2.904 1.001  -0.12
N -0.025 3.242 0.015  -0.11
C 0.259 4.646 -0.126  -0.16
C 1.078 5.184 1.053  -0.15
N 2.273 4.381 1.162  0.09
C 2.406 3.120 0.713  -0.44
O 3.472 2.532 0.789  0.04
C 1.178 2.437 0.113  -0.20
C 1.554 1.865 -1.274  -0.02
C 0.874 0.537 -1.548  -0.45
O 0.008 0.431 -2.399  0.05
N 1.258 -0.525 -0.802  -0.09
C 2.340 -0.573 0.153  -0.02
C 0.576 -1.782 -1.033  -0.16
C 1.246 -2.617 -2.136  -0.11
C 0.416 -3.832 -2.416  -0.30
C -0.745 -3.741 -3.181  -0.02
C -1.498 -4.882 -3.387  -0.07
C -1.073 -6.075 -2.821  -0.08
C 0.092 -6.061 -2.073  -0.15
N 0.817 -4.973 -1.872  0.11
H -1.161 -1.191 5.281  0.08
H -1.627 0.492 4.994  0.08
H -2.288 -0.788 3.976  0.07
H 0.652 0.070 4.120  0.13
H 0.046 -1.256 3.109  0.11
H -1.612 -1.668 1.855  0.11
H -3.024 -1.958 -0.098  0.11
H -3.521 -0.043 -1.585  0.10
H -2.591 2.180 -1.046  0.12
H -0.662 2.937 2.033  0.13
H -1.848 3.635 0.901  0.13
H 0.837 4.781 -1.046  0.13
H -0.678 5.198 -0.221  0.12
H 0.490 5.126 1.978  0.11
H 1.359 6.228 0.889  0.12
H 3.094 4.785 1.591  0.15
H 0.968 1.601 0.787  0.14
H 2.637 1.758 -1.352  0.12
H 1.212 2.560 -2.041  0.13
H 2.894 0.359 0.199  0.07
H 3.032 -1.374 -0.118  0.10
H 1.945 -0.789 1.151  0.09
H -0.446 -1.547 -1.337  0.10
H 0.553 -2.349 -0.100  0.13
H 1.319 -1.998 -3.032  0.12
H 2.242 -2.927 -1.822  0.11
H -1.037 -2.791 -3.602  0.12
H -2.402 -4.845 -3.979  0.10
H -1.629 -6.989 -2.959  0.10
H 0.470 -6.963 -1.608  0.10

***

If we sort the structures by their calculated energies, the order from most to least stable is Q, P.

***

--- P ---
Here is C3H3Br2NO2 in the gas phase from the Open Molecules 2025 dataset. Energies are from wB97M-V/def2-TZVPD.

Values from the calculation:
* HOMO: -10.445 eV

Each line ends with the Löwdin charge.
Cartesian coordinates (Å):
N -0.802 -2.860 -0.707  0.19
C -0.773 -2.060 0.118  -0.38
C -0.922 -0.794 0.822  -0.58
Br -2.743 -0.184 0.335  0.71
C 0.258 0.242 0.120  -0.86
O 0.180 0.367 -1.249  0.02
O 0.353 1.425 0.708  0.03
Br 2.067 -0.774 0.517  0.62
H -0.977 -0.697 1.940  0.11
H -0.373 -0.185 -1.695  0.05
H 0.098 2.179 0.262  0.09

***

--- Q ---
Here is C3H3Br2NO2 in the gas phase from the Open Molecules 2025 dataset. Energies are from wB97M-V/def2-TZVPD.

Values from the calculation:
* HOMO: -10.524 eV

Each line ends with the Löwdin charge.
Cartesian coordinates (Å):
N -1.663 0.199 2.570  0.20
C -1.301 0.162 1.465  -0.41
C -1.017 0.041 0.126  -1.15
Br -2.033 1.318 -0.866  0.79
Br -1.236 -1.811 -0.450  0.81
C 0.637 0.341 -0.237  -0.48
O 0.811 0.585 -1.561  -0.06
O 1.198 -0.934 0.229  -0.21
H 1.419 1.225 0.302  0.23
H 0.999 -0.170 -2.146  0.12
H 2.186 -0.957 0.567  0.16

***

If we sort the structures by their calculated energies, the order from most to least stable is P, Q.

***

--- P ---
Here is 2 unconnected molecules or ions with the total composition C4H10S from the Open Molecules 2025 dataset. Energies are from wB97M-V/def2-TZVPD.

Values from the calculation:
* HOMO: -8.792 eV

Each line ends with the Löwdin charge.
Cartesian coordinates (Å):
C 0.417 -0.214 1.890  0.00
C 1.609 -0.163 1.041  -0.21
C 1.855 1.157 0.296  -0.15
H 0.184 -1.107 2.439  0.03
H -0.097 0.724 1.883  0.02
H 2.375 -0.998 1.048  0.09
H 1.358 1.958 1.005  0.10
H 2.935 1.300 0.326  0.05
H 1.322 1.236 -0.673  0.07
C -2.476 -0.347 -1.437  -0.46
S -1.346 -1.891 -1.509  0.48
H -3.530 -0.763 -1.097  0.06
H -2.106 0.411 -0.750  -0.01
H -2.465 0.095 -2.507  0.04
H -0.036 -1.397 -1.956  -0.11

***

--- Q ---
Here is 2 unconnected molecules or ions with the total composition C4H10S from the Open Molecules 2025 dataset. Energies are from wB97M-V/def2-TZVPD.

Values from the calculation:
* HOMO: -6.564 eV

Each line ends with the Löwdin charge.
Cartesian coordinates (Å):
C 0.288 0.281 -1.818  -0.06
C 1.613 0.467 -0.898  -0.17
C 0.615 1.059 -0.119  0.01
S -0.502 -1.550 0.878  0.29
C -1.599 -1.064 2.275  -0.59
H 0.668 -0.431 -2.553  0.13
H -0.608 -0.147 -1.362  0.05
H 0.050 1.187 -2.345  0.09
H 2.280 1.188 -1.337  0.11
H 2.074 -0.483 -0.718  0.12
H -0.010 0.294 0.528  -0.06
H 0.637 2.155 -0.114  0.12
H -2.193 -1.931 2.514  -0.02
H -1.016 -0.737 3.123  -0.01
H -2.296 -0.287 1.946  0.00

***

If we sort the structures by their calculated energies, the order from most to least stable is P, Q.

***

--- P ---
Here is C2H6N2O2S in the gas phase from the Open Molecules 2025 dataset. Energies are from wB97M-V/def2-TZVPD.

Values from the calculation:
* HOMO: -8.694 eV

Each line ends with the Löwdin charge.
Cartesian coordinates (Å):
N -1.130 -0.528 1.327  -0.03
S -0.865 0.142 -0.139  0.72
N -0.695 -1.202 -1.154  -0.06
O -2.006 0.936 -0.366  -0.31
C 0.434 1.141 0.333  -0.27
C 1.664 1.120 -0.431  -0.19
O 1.500 0.038 0.539  -0.20
H -1.187 0.175 1.916  0.01
H -0.377 -1.048 1.561  0.03
H -1.521 -1.783 -1.095  0.07
H 0.169 -1.522 -0.737  0.05
H 1.622 0.670 -1.398  0.09
H 2.393 1.864 -0.355  0.09

***

--- Q ---
Here is a molecular structure, C2H6N2O2S from the Open Molecules 2025 dataset. Energies are from wB97M-V/def2-TZVPD.

Values from the calculation:
* HOMO: -8.150 eV

Each line ends with the Löwdin charge.
Cartesian coordinates (Å):
C -0.698 -0.408 -0.179  -0.43
C 1.176 -0.009 0.227  -0.19
N -0.886 -1.571 -0.472  0.09
N 1.758 -1.156 -0.243  -0.06
O -1.161 2.006 -0.964  -0.49
O -1.280 1.582 1.471  -0.27
S -1.787 1.040 -0.046  0.91
H 1.207 0.270 1.383  0.13
H 1.176 0.888 -0.413  0.08
H -1.712 -1.917 -0.932  0.07
H -1.034 2.444 1.340  -0.01
H 1.999 -1.137 -1.231  0.09
H 1.241 -2.032 0.060  0.10

***

If we sort the structures by their calculated energies, the order from most to least stable is Q, P.

***

--- P ---
Here is 2 unconnected molecules or ions with the total composition C6H14N3S from the Open Molecules 2025 dataset. Energies are from wB97M-V/def2-TZVPD.

Values from the calculation:
* net charge: +1
* HOMO: -12.132 eV

Each line ends with the Löwdin charge.
Cartesian coordinates (Å):
C 1.454 -0.016 -1.618  -0.18
C 1.092 -1.415 -1.178  -0.20
C 0.652 0.883 -0.718  -0.11
C -0.403 -1.467 -1.022  -0.16
C -3.156 0.723 0.994  -0.53
C 0.184 0.734 1.676  -0.29
N -0.019 0.278 0.468  -0.15
N 1.060 1.599 1.955  0.18
N -0.827 -0.785 0.242  0.00
S -2.328 1.934 1.652  0.69
H 2.624 0.037 -1.379  0.16
H 1.327 -0.003 -2.692  0.12
H 1.548 -2.257 -1.760  0.14
H 1.420 -1.486 -0.110  0.12
H 1.392 1.702 -0.526  0.13
H -0.136 1.408 -1.269  0.14
H -0.870 -0.858 -1.811  0.13
H -0.898 -2.415 -1.098  0.13
H -3.587 0.927 -0.004  0.02
H -3.371 -0.272 1.383  0.02
H -0.461 0.076 2.362  0.17
H 1.775 1.964 1.304  0.15
H 1.046 2.088 2.862  0.16
H -0.744 -1.513 0.966  0.15

***

--- Q ---
Here is a gas-phase ion, C6H14N3S (charge +1) from the Open Molecules 2025 dataset. Energies are from wB97M-V/def2-TZVPD.

Values from the calculation:
* net charge: +1
* HOMO: -13.178 eV

Each line ends with the Löwdin charge.
Cartesian coordinates (Å):
C 2.393 -1.366 -0.476  -0.02
C 1.915 0.039 0.051  -0.11
N 0.485 0.275 -0.368  -0.20
N 0.254 1.509 -1.125  0.11
C -0.676 2.337 -0.438  -0.06
N -1.388 2.378 0.872  0.02
C -0.941 1.179 1.625  -0.20
C -0.595 0.038 0.649  -0.48
S -2.108 -0.454 -0.344  0.90
C -1.570 -2.048 -0.983  -0.35
H 3.389 -1.744 -0.070  0.13
H 1.663 -2.012 -0.107  0.04
H 2.350 -1.398 -1.522  0.06
H 2.473 0.927 -0.318  0.14
H 1.957 0.188 1.079  0.10
H 0.196 -0.416 -1.063  0.09
H -0.873 3.320 -0.951  0.14
H -2.386 2.565 0.817  0.13
H -1.655 0.855 2.337  0.11
H -0.175 1.593 2.338  0.15
H -0.231 -0.806 1.326  0.16
H -2.265 -2.489 -1.667  0.05
H -1.639 -2.701 -0.160  0.03
H -0.572 -1.769 -1.502  0.06

***

If we sort the structures by their calculated energies, the order from most to least stable is P, Q.

***

--- P ---
Here is a molecular structure, C3H4FNOS from the Open Molecules 2025 dataset. Energies are from wB97M-V/def2-TZVPD.

Values from the calculation:
* HOMO: -10.379 eV

Each line ends with the Löwdin charge.
Cartesian coordinates (Å):
C -0.219 -0.014 0.806  -0.27
C -0.198 0.748 -0.453  -0.45
C 0.690 1.554 -0.677  0.06
N -0.383 -1.448 1.004  -0.25
O -0.457 -3.626 0.063  -0.50
F -0.869 0.100 -1.442  -0.02
S -0.544 -2.178 -0.278  0.99
H 0.836 0.217 0.975  0.11
H -0.939 0.643 1.324  0.14
H 1.540 1.749 0.095  0.14
H 0.543 2.256 -1.418  0.06

***

--- Q ---
Here is a molecular structure, C3H4FNOS from the Open Molecules 2025 dataset. Energies are from wB97M-V/def2-TZVPD.

Values from the calculation:
* HOMO: -9.935 eV

Each line ends with the Löwdin charge.
Cartesian coordinates (Å):
C 0.505 -1.278 0.366  -0.12
C 1.514 -0.044 0.315  -0.15
C 0.362 0.903 -0.082  -0.31
H -2.736 -0.874 -1.127  -0.12
H 0.247 -1.470 1.470  0.11
H 0.601 -2.527 -0.180  0.20
H 1.786 0.012 1.263  0.08
N -0.466 -0.326 -0.465  -0.37
O -0.057 2.088 0.125  0.04
F 2.807 -0.310 -0.375  -0.06
S -2.234 -0.266 0.038  0.70

***

If we sort the structures by their calculated energies, the order from most to least stable is P, Q.

***

--- P ---
Here is C5H10OS in the gas phase from the Open Molecules 2025 dataset. Energies are from wB97M-V/def2-TZVPD.

Values from the calculation:
* HOMO: -7.727 eV

Each line ends with the Löwdin charge.
Cartesian coordinates (Å):
C -0.538 -0.828 0.025  -0.21
C -0.987 0.607 -0.413  -0.68
C 1.435 -0.201 -0.616  -0.48
C -1.999 1.195 0.449  -0.18
C 2.434 -0.400 0.500  -0.20
O -1.033 -1.826 -0.744  0.00
S 0.612 1.442 -0.626  0.84
H -0.187 -1.088 1.027  0.13
H -1.446 0.431 -1.460  0.13
H 1.679 -0.696 -1.568  0.07
H -1.696 1.668 1.489  0.12
H -2.894 0.581 0.658  0.08
H -2.484 2.175 0.117  0.09
H 3.459 -0.100 0.353  0.06
H 2.520 -1.429 0.646  0.04
H 2.274 0.141 1.467  0.08
H -1.463 -1.571 -1.553  0.09

***

--- Q ---
Here is C5H10OS in the gas phase from the Open Molecules 2025 dataset. Energies are from wB97M-V/def2-TZVPD.

Values from the calculation:
* HOMO: -8.903 eV

Each line ends with the Löwdin charge.
Cartesian coordinates (Å):
C -1.628 1.450 0.405  0.02
C -1.952 0.436 -0.397  -0.22
O -1.302 -0.718 -0.673  -0.12
C -0.040 -1.042 -0.128  -0.65
C -0.067 -1.242 1.384  -0.09
S 1.351 -0.059 -0.793  0.87
C 1.834 1.118 0.498  -0.41
H -0.735 1.503 0.993  0.02
H -2.297 2.295 0.482  0.05
H -2.867 0.444 -0.936  0.11
H 0.134 -2.046 -0.588  0.11
H -0.853 -1.927 1.645  0.08
H -0.225 -0.320 1.951  0.06
H 0.870 -1.671 1.715  0.08
H 2.833 1.417 0.245  0.02
H 1.212 2.009 0.505  0.02
H 1.850 0.665 1.489  0.03

***

--- R ---
Here is C5H10OS in the gas phase from the Open Molecules 2025 dataset. Energies are from wB97M-V/def2-TZVPD.

Values from the calculation:
* HOMO (alpha / beta): -8.957 / -8.429 eV

Each line ends with the Löwdin charge.
Cartesian coordinates (Å):
C 2.297 -1.550 0.290  -0.06
S 2.351 0.317 -0.017  0.83
O 3.047 0.925 1.160  -0.58
C 0.591 0.417 0.479  -0.22
C -0.468 0.189 -0.560  -0.46
C -1.453 -0.893 -0.006  -0.06
C -1.189 1.563 -0.660  -0.07
H 2.184 -1.672 1.288  -0.02
H 1.779 -2.049 -0.416  -0.03
H 0.367 0.466 1.604  0.13
H -0.079 -0.106 -1.565  0.14
H -2.263 -0.346 0.627  0.11
H -0.913 -1.463 0.670  0.03
H -1.884 -1.415 -0.819  0.06
H -0.719 2.418 -0.196  0.08
H -2.147 1.466 -0.189  0.05
H -1.500 1.733 -1.689  0.08

***

If we sort the structures by their calculated energies, the order from most to least stable is Q, P, R.